No. 1
Molecular formula: C6H10O
Method: DFT, ωB97M-V with the def2-TZVPD basis set

Each line ends with the natural charge from an NBO analysis.
Positions of all 17 atoms, in Å:
C (0.08414, 0.70866, 2.06991)  -0.608
C (0.50107, -0.45907, 1.20141)  -0.217
C (-0.52227, -1.27177, 0.45559)  -0.417
C (0.45012, -0.41078, -0.30263)  -0.244
C (-0.02190, 0.81426, -1.04350)  -0.585
C (-0.36397, 0.73601, -2.49166)  0.242
O (-0.10228, -0.46244, -2.98251)  -0.653
H (-0.15399, 0.36580, 3.08327)  0.214
H (-0.80622, 1.21318, 1.67958)  0.204
H (0.88271, 1.45592, 2.14920)  0.209
H (1.34088, -1.02245, 1.60415)  0.211
H (-0.41205, -2.35115, 0.40600)  0.217
H (-1.55599, -0.93282, 0.50600)  0.207
H (1.24533, -0.94551, -0.81776)  0.221
H (0.72081, 1.62956, -1.02285)  0.251
H (-0.91745, 1.26858, -0.59710)  0.244
H (-0.36895, -0.33598, -3.89712)  0.505

Orbital gap = 9.30 eV
F_max = 0.71 eV/A
2S+1 = 1
HOMO level = -8.35 eV
Energy above the lowest of the compared OMol25 structures with the same formula, charge and spin = 66.8 kcal/mol


No. 2
Molecular formula: C78H179N9O16
Method: DFT, ωB97M-V with the def2-TZVPD basis set

Each line ends with the Mulliken charge.
Positions of all 282 atoms, in Å:
C (1.49100, 2.72931, -1.27281)  -1.129
C (1.18042, 1.21441, -1.28998)  2.431
C (1.34318, 0.57640, -2.74478)  -2.180
C (2.21632, 0.50830, -0.38545)  0.450
C (2.08812, 0.66121, 1.08930)  0.666
C (0.63899, 0.18528, 1.45679)  0.204
C (-0.53228, 0.84791, 0.62320)  2.320
C (-1.77465, -0.08965, 0.97762)  -0.847
C (-0.80318, 2.25231, 1.17925)  -1.432
N (-0.12778, 0.88306, -0.84925)  1.088
O (-1.10237, 1.44220, -1.62933)  0.208
H (0.87024, 3.33606, -1.93205)  -0.220
H (1.49228, 3.23219, -0.30575)  -0.146
H (2.49047, 2.85737, -1.68844)  0.541
H (2.33613, 0.78561, -3.14274)  0.473
H (0.96719, -0.42277, -2.96477)  0.039
H (0.75165, 1.17970, -3.43342)  0.330
H (2.18945, -0.57064, -0.53798)  -1.212
H (3.17151, 0.95061, -0.66847)  0.485
H (2.81907, 0.10312, 1.67442)  -0.279
H (2.21125, 1.71890, 1.32212)  -0.450
H (0.50148, 0.37129, 2.52197)  -0.505
H (0.55556, -0.88784, 1.28493)  -0.736
H (-2.69478, 0.32971, 0.57066)  -0.473
H (-1.90721, -0.26312, 2.04554)  0.383
H (-1.67489, -1.06496, 0.50127)  -0.305
H (-1.32444, 2.96909, 0.54474)  0.015
H (0.11017, 2.76680, 1.47791)  -0.315
H (-1.41623, 2.17549, 2.07723)  0.632
H (-1.53714, 0.67853, -2.01584)  -0.103
C (-7.56979, -4.64012, -2.52256)  -1.854
C (-6.13523, -4.52879, -1.95195)  1.625
C (-5.53573, -5.98005, -1.75349)  -1.683
C (-5.22901, -3.78517, -2.93028)  -1.308
C (-3.87270, -3.29880, -2.33849)  0.026
C (-4.11167, -2.57415, -1.05280)  0.642
C (-4.99718, -3.27893, 0.05738)  1.587
C (-4.26588, -4.26100, 1.04696)  -1.340
C (-5.50529, -2.05560, 0.89085)  -2.004
N (-6.18712, -3.80385, -0.67515)  0.641
O (-7.17566, -4.31287, 0.21170)  -0.586
H (-7.58124, -5.17820, -3.47042)  0.414
H (-8.31573, -5.16881, -1.92914)  0.365
H (-7.89114, -3.64432, -2.82792)  0.336
H (-6.04819, -6.70552, -1.12169)  0.321
H (-5.28592, -6.40497, -2.72567)  0.399
H (-4.54948, -5.96384, -1.28966)  0.249
H (-4.99440, -4.38661, -3.80854)  0.576
H (-5.68253, -2.95554, -3.47261)  -0.448
H (-3.37621, -4.22337, -2.04394)  -0.081
H (-3.23627, -2.84511, -3.09826)  0.816
H (-4.56682, -1.63833, -1.37713)  -0.441
H (-3.12535, -2.36963, -0.63634)  -0.415
H (-3.91230, -5.12129, 0.47866)  0.253
H (-4.88886, -4.76908, 1.78306)  0.295
H (-3.43200, -3.79187, 1.56914)  0.159
H (-4.71622, -1.39878, 1.25695)  0.082
H (-6.05301, -2.26797, 1.80900)  0.495
H (-6.04902, -1.27570, 0.35775)  0.545
H (-7.76889, -3.56667, 0.32513)  0.346
C (7.68165, -1.13717, -0.02669)  -1.605
C (6.89917, -1.32926, -1.29242)  1.677
C (5.40143, -0.81605, -1.26161)  -1.080
C (7.71258, -0.64181, -2.42546)  -1.419
C (7.30054, -0.90671, -3.87218)  -0.666
C (7.32474, -2.40235, -4.01644)  -1.500
C (6.68992, -3.28033, -2.99268)  2.066
C (5.18329, -3.50357, -3.27241)  -1.392
C (7.36624, -4.61020, -3.19240)  -2.279
N (7.00895, -2.75798, -1.66301)  0.325
O (6.52618, -3.63943, -0.71960)  -0.334
H (7.14229, -1.61860, 0.78904)  0.163
H (8.67218, -1.58047, -0.12874)  0.583
H (7.61774, -0.05899, 0.12004)  0.287
H (5.50890, 0.08687, -0.66055)  0.443
H (5.08663, -0.55229, -2.27128)  0.487
H (4.78322, -1.45720, -0.63325)  -0.395
H (7.53749, 0.42967, -2.32861)  0.368
H (8.78925, -0.78520, -2.33423)  0.418
H (6.34781, -0.42344, -4.08861)  0.249
H (7.90640, -0.49462, -4.67916)  0.448
H (8.32518, -2.79460, -4.19906)  0.429
H (6.77967, -2.56021, -4.94708)  0.397
H (4.69857, -2.56464, -3.00492)  0.170
H (4.67354, -4.27892, -2.70047)  0.007
H (4.97402, -3.79646, -4.30124)  0.617
H (6.83863, -5.46750, -2.77436)  0.355
H (8.32589, -4.67601, -2.67971)  0.508
H (7.27074, -5.02499, -4.19585)  0.435
H (7.28230, -4.02062, -0.26728)  0.306
C (0.54666, -4.78028, 0.34157)  -1.735
C (1.73864, -4.51858, -0.56612)  1.325
C (2.62320, -3.44930, 0.13765)  -0.369
C (2.58259, -5.81978, -0.63507)  -1.386
C (1.93961, -6.80948, -1.62997)  -1.029
C (1.77963, -6.24407, -2.99378)  -1.188
C (0.90267, -4.90209, -3.00588)  1.710
C (1.26443, -4.24484, -4.35589)  -1.919
C (-0.57782, -5.35860, -3.01568)  -1.679
N (1.27898, -3.98287, -1.92314)  0.684
O (0.45558, -2.80668, -1.91331)  0.417
H (-0.09863, -3.91330, 0.48311)  0.046
H (-0.09042, -5.62034, 0.06491)  0.376
H (0.94554, -5.03648, 1.32309)  0.433
H (2.08210, -2.63583, 0.62095)  -0.845
H (3.29409, -3.92292, 0.85438)  0.552
H (3.24798, -3.08554, -0.67807)  -0.131
H (3.63603, -5.65055, -0.85804)  0.426
H (2.56293, -6.28089, 0.35241)  0.543
H (2.65320, -7.63270, -1.59503)  0.491
H (1.01456, -7.23144, -1.23713)  0.353
H (1.32374, -7.02102, -3.60746)  0.562
H (2.80252, -6.18994, -3.36644)  0.438
H (0.39900, -3.71034, -4.74757)  0.391
H (1.52489, -4.94926, -5.14586)  0.419
H (1.98122, -3.42397, -4.33371)  0.142
H (-0.91767, -6.06550, -3.77259)  0.529
H (-1.23047, -4.48855, -3.08746)  0.030
H (-0.86181, -5.83563, -2.07766)  0.310
H (0.95834, -2.25947, -2.52108)  -0.338
C (4.91339, -2.67556, 5.15615)  -2.002
C (5.02385, -1.52308, 4.17353)  1.902
C (4.81414, -1.96024, 2.71052)  -0.954
C (3.91428, -0.42854, 4.51452)  -1.509
C (4.16101, 1.03065, 4.09539)  2.430
C (5.43828, 1.47704, 4.62013)  -1.862
C (6.66241, 0.59970, 4.11450)  1.822
C (7.00029, 0.94780, 2.65342)  -1.382
C (7.83910, 1.10659, 4.96926)  -2.005
N (6.38016, -0.84696, 4.33376)  0.503
O (7.43489, -1.64240, 4.13854)  -0.469
H (3.94930, -3.14790, 4.96765)  0.338
H (5.61664, -3.48414, 4.95683)  0.438
H (4.84287, -2.44429, 6.21900)  0.471
H (3.86524, -2.49496, 2.66858)  0.233
H (4.64121, -1.15992, 1.99103)  -0.322
H (5.57100, -2.59842, 2.25445)  0.646
H (2.99426, -0.83655, 4.09597)  -0.385
H (3.75784, -0.40219, 5.59291)  0.696
H (4.04650, 1.05984, 3.01182)  -0.642
H (3.37563, 1.62504, 4.56227)  -1.347
H (5.40296, 1.26282, 5.68829)  0.278
H (5.40660, 2.53886, 4.37590)  0.808
H (6.19192, 0.54992, 2.03997)  -0.344
H (7.94755, 0.45335, 2.43822)  0.715
H (7.24185, 2.00691, 2.56374)  0.328
H (7.82943, 2.19497, 5.02791)  0.340
H (8.83913, 0.83142, 4.63412)  0.428
H (7.86921, 0.67117, 5.96806)  0.431
H (7.73902, -1.85620, 5.02365)  0.343
C (-3.83215, 4.77455, -8.58786)  -0.636
O (-3.83674, 5.72327, -7.58149)  -0.442
C (-4.20753, 5.19893, -6.31699)  -0.696
C (-3.17570, 4.49354, -5.43211)  0.204
N (-2.02787, 5.42538, -5.16523)  -0.367
C (-0.91765, 4.85647, -4.40557)  -0.572
C (0.02386, 3.99034, -5.30702)  -0.480
O (-0.65327, 2.92753, -5.90634)  -0.091
C (0.20090, 1.87975, -6.46475)  -0.743
H (-2.94062, 4.15202, -8.51212)  0.184
H (-3.87645, 5.07482, -9.63474)  0.323
H (-4.74150, 4.17525, -8.63299)  0.273
H (-5.16736, 4.68773, -6.24277)  0.394
H (-4.43132, 6.04943, -5.67304)  0.287
H (-2.81780, 3.68367, -6.06782)  0.260
H (-3.65704, 4.12803, -4.52502)  -0.012
H (-1.64691, 5.64866, -6.07359)  0.307
H (-1.37146, 4.26325, -3.61169)  0.017
H (-0.38478, 5.71740, -4.00193)  0.306
H (0.77047, 3.48710, -4.69269)  0.422
H (0.52330, 4.60925, -6.05240)  0.365
H (-0.42166, 1.22478, -7.07429)  0.266
H (0.76912, 1.26815, -5.76391)  0.152
H (0.91028, 2.42257, -7.08943)  0.356
C (-7.85957, 6.07547, -5.03513)  -0.742
O (-8.00235, 4.76403, -5.47506)  -0.359
C (-8.08505, 3.70947, -4.44373)  -0.574
C (-7.66584, 2.37593, -5.06494)  -0.209
N (-8.04246, 1.12859, -4.36723)  -0.299
C (-7.48494, -0.16636, -4.72081)  -1.394
C (-5.98540, -0.30230, -4.94062)  -0.566
O (-5.06935, -0.09086, -3.83773)  0.248
C (-3.69379, -0.23464, -4.24876)  -1.015
H (-7.70112, 6.73031, -5.89196)  0.264
H (-7.00681, 6.15161, -4.36053)  0.281
H (-8.75393, 6.45349, -4.53983)  0.337
H (-9.11436, 3.67913, -4.08640)  0.493
H (-7.63348, 3.93785, -3.47830)  0.086
H (-6.63919, 2.38018, -5.43111)  0.092
H (-8.20679, 2.25995, -6.00410)  0.488
H (-7.59817, 1.16395, -3.46089)  0.348
H (-7.99822, -0.32522, -5.66918)  0.518
H (-7.91235, -0.91837, -4.05755)  0.322
H (-5.59309, 0.23520, -5.80392)  0.513
H (-5.95138, -1.31848, -5.33346)  0.468
H (-3.58178, -1.18971, -4.76199)  0.460
H (-2.97333, -0.17053, -3.43333)  -0.318
H (-3.29873, 0.59169, -4.83969)  0.547
C (-8.23322, -5.32349, 6.74449)  -0.726
O (-6.80742, -5.26981, 6.74141)  -0.359
C (-6.31193, -5.32569, 5.38707)  -0.565
C (-4.88731, -4.79091, 5.24238)  -0.598
N (-4.65516, -3.47846, 5.86567)  -0.316
C (-3.23784, -3.08498, 6.07133)  -0.820
C (-2.45113, -2.87879, 4.78094)  -0.021
O (-1.01034, -2.67598, 4.99899)  -0.493
C (-0.23429, -2.58234, 3.86109)  -0.137
H (-8.59169, -5.28165, 7.77300)  0.260
H (-8.54955, -6.23766, 6.24214)  0.300
H (-8.68356, -4.44005, 6.29193)  0.307
H (-6.90885, -4.73808, 4.68956)  0.380
H (-6.25355, -6.38537, 5.13852)  0.357
H (-4.53433, -4.89393, 4.21627)  0.173
H (-4.16881, -5.42421, 5.76277)  0.437
H (-5.24249, -3.62311, 6.67451)  0.321
H (-2.70505, -3.73497, 6.76541)  0.414
H (-3.27097, -2.13485, 6.60449)  0.321
H (-2.83758, -1.98092, 4.29867)  0.147
H (-2.61850, -3.63008, 4.00916)  0.241
H (-0.61435, -1.98665, 3.03115)  0.023
H (-0.02682, -3.57183, 3.45369)  0.426
H (0.66301, -2.09322, 4.24019)  0.059
C (3.29883, 5.27727, 8.88451)  -0.755
O (3.22862, 5.57476, 7.50033)  -0.402
C (3.28888, 4.37324, 6.64467)  -1.283
C (2.79112, 4.67750, 5.22572)  -0.083
N (1.58122, 5.50345, 4.99631)  -0.248
C (0.47786, 4.94899, 5.74459)  -1.389
C (-0.07334, 3.62744, 5.36404)  0.294
O (0.76090, 2.57503, 5.91922)  -0.325
C (0.36009, 1.27312, 5.54090)  -0.251
H (2.58704, 4.48717, 9.12369)  0.302
H (3.11086, 6.16107, 9.49417)  0.263
H (4.31666, 5.06635, 9.21259)  0.293
H (2.62885, 3.62210, 7.07855)  0.426
H (4.28035, 3.92119, 6.61752)  0.727
H (2.77635, 3.67975, 4.78713)  -0.369
H (3.66784, 5.18303, 4.82087)  0.843
H (1.78889, 6.43042, 5.33938)  0.347
H (-0.27659, 5.72731, 5.63004)  0.681
H (0.67386, 4.94689, 6.81682)  0.350
H (-0.04672, 3.59614, 4.27481)  -0.410
H (-1.10759, 3.58303, 5.70532)  0.595
H (1.00166, 0.47292, 5.90993)  0.277
H (0.38361, 1.13759, 4.45962)  -0.246
H (-0.69131, 1.16449, 5.80711)  0.515
C (1.30374, 6.58133, 0.27514)  -1.619
C (1.05672, 6.36238, 1.75035)  0.802
C (-0.44529, 6.47349, 2.15814)  -1.441
O (1.54967, 5.12588, 2.24891)  0.479
H (2.27859, 6.39799, -0.17668)  0.268
H (1.03622, 7.61272, 0.04543)  0.393
H (0.62599, 5.92746, -0.27368)  0.285
H (1.60821, 7.05582, 2.38525)  0.336
H (-0.54782, 7.50261, 2.50237)  0.392
H (-0.77802, 5.79867, 2.94681)  0.212
H (-1.15257, 6.28149, 1.35130)  0.382
H (1.46526, 5.17856, 3.20373)  -0.345
C (-5.67090, 1.89665, 0.17241)  -1.602
C (-6.12724, 2.21100, -1.19585)  0.557
C (-5.05414, 2.82831, -2.11629)  -0.243
O (-6.56196, 1.07269, -1.79037)  -0.568
H (-5.42911, 2.88524, 0.56269)  0.560
H (-4.77090, 1.28175, 0.17477)  -0.043
H (-6.46245, 1.57871, 0.85101)  0.399
H (-6.95881, 2.91567, -1.19062)  0.373
H (-5.49801, 3.20900, -3.03615)  -0.408
H (-4.27622, 2.11982, -2.40088)  -0.167
H (-4.55843, 3.68960, -1.66845)  0.723
H (-5.84436, 0.62983, -2.24921)  0.333
C (4.72872, 3.98534, 0.31490)  -1.128
C (5.51857, 4.37478, 1.48074)  1.391
C (5.91348, 5.87856, 1.40945)  -1.672
O (4.64219, 4.39859, 2.59656)  0.000
H (4.33772, 2.98575, 0.50479)  0.093
H (5.30555, 4.01199, -0.60957)  0.628
H (3.86246, 4.59123, 0.04923)  -0.172
H (6.39045, 3.73215, 1.60308)  -0.016
H (6.86553, 6.11830, 1.88298)  0.447
H (5.28842, 6.58772, 1.95212)  0.283
H (6.12057, 6.25545, 0.40786)  0.411
H (3.76615, 4.65559, 2.29972)  -0.173

Orbital gap = 8.11 eV
F_max = 4.40 eV/A
SMILES = CC1(C)CCCC(C)(C)N1O.CC1(C)CCCC(C)(C)N1O.CC1(C)CCCC(C)(C)N1O.CC1(C)CCCC(C)(C)N1O.CC1(C)CCCC(C)(C)N1O.COCCNCCOC.COCCNCCOC.COCCNCCOC.COCCNCCOC.CC(C)O.CC(C)O.CC(C)O
2S+1 = 1
HOMO level = -7.79 eV


Values for lowest unoccupied orbital energy, eV, ordered as above
1.0, 0.3